[1]
Formula: C6H8FIN3
Source: the Open Molecules 2025 dataset
Level of theory: the ωB97M-V functional and the def2-TZVPD basis

Element x y z (Å)
C: 0.880 1.531 0.952
C: 1.349 2.679 -1.180
C: 1.525 2.543 0.206
C: 0.067 0.667 -1.044
C: -1.124 -1.479 1.260
C: -1.418 -2.383 0.188
N: 0.230 0.608 0.245
N: 0.540 1.795 -1.735
N: -0.616 -3.456 -0.104
F: 2.243 3.429 0.847
I: -3.231 -2.172 -0.856
H: 0.830 1.606 2.019
H: 1.522 3.510 -1.876
H: -0.488 -0.504 0.882
H: -2.128 -1.169 1.620
H: -0.199 -1.770 1.755
H: 0.466 1.871 -2.736
H: 0.034 -3.598 0.666
H: -0.481 -3.709 -1.111

Its HOMO energy is -11.7 eV. As for the charge: +1. The spin multiplicity is 1. The value obtained for the LUMO energy is -4.151 eV. The value obtained for the gap between HOMO and LUMO is 7.56 eV.

=====

[2]
Formula: C6H8FN
Source: the Open Molecules 2025 dataset
Level of theory: the ωB97M-V functional and the def2-TZVPD basis

Element x y z (Å)
C: 0.893 -0.294 -0.070
C: -0.182 0.028 0.980
C: -1.265 -0.999 0.704
C: -1.268 -1.089 -0.630
C: -0.256 0.031 -1.028
C: -0.634 1.127 -0.046
H: 2.447 0.556 0.908
H: 2.791 0.462 -0.683
H: 1.234 -1.336 -0.055
H: 0.054 0.261 2.019
H: -1.976 -1.432 1.406
H: -1.880 -1.683 -1.265
H: -0.168 0.148 -2.150
H: 0.083 1.936 -0.063
N: 2.035 0.608 -0.011
F: -1.909 1.677 -0.015

Its HOMO energy is -9.0 eV. The spin multiplicity is 1. The value obtained for the LUMO energy is 1.028 eV. The calculation puts the energy above the lowest of the compared OMol25 structures with the same formula, charge and spin at 48.8 kcal per mole. The value obtained for the gap between HOMO and LUMO is 10.05 eV.

=====

[3]
Formula: C6H8FN
Source: the Open Molecules 2025 dataset
Level of theory: the ωB97M-V functional and the def2-TZVPD basis

Element x y z (Å)
C: 2.654 -0.662 -0.645
C: 1.208 -0.936 -0.837
N: 0.352 -0.653 0.046
C: -0.973 -0.999 -0.038
C: -2.021 -0.241 0.333
C: -2.037 1.131 0.773
C: -0.967 1.895 0.971
F: -1.092 3.174 1.376
H: 3.237 -1.498 -1.027
H: 2.883 -0.505 0.406
H: 2.946 0.225 -1.209
H: 0.937 -1.375 -1.808
H: -1.178 -2.009 -0.388
H: -2.994 -0.702 0.248
H: -3.016 1.562 0.941
H: 0.061 1.594 0.856

Its HOMO energy is -8.1 eV. The spin multiplicity is 1. The value obtained for the LUMO energy is 0.513 eV. The calculation puts the energy above the lowest of the compared OMol25 structures with the same formula, charge and spin at 36.0 kcal per mole. The SMILES is C/C=N/C=C\C=C\F. The value obtained for the gap between HOMO and LUMO is 8.62 eV.

=====

[4]
Formula: C6H8FN2O3
Source: the Open Molecules 2025 dataset
Level of theory: the ωB97M-V functional and the def2-TZVPD basis

Element x y z (Å)
C: -1.305 2.418 0.357
C: -2.322 -1.135 0.020
C: -0.206 0.589 0.090
C: 1.693 -0.470 1.378
C: 1.346 -1.057 -1.170
C: 0.784 -0.317 0.130
N: -0.473 1.589 0.978
N: -0.925 0.934 -1.181
O: -2.253 -1.524 -1.055
O: -2.723 -0.674 1.017
O: -1.406 2.297 -0.953
F: -0.463 -2.097 0.917
H: -1.379 3.418 0.764
H: 1.567 -1.386 1.870
H: 1.320 0.260 2.074
H: 2.715 -0.241 0.967
H: 1.878 -1.942 -0.852
H: 0.451 -1.050 -1.766
H: 2.080 -0.443 -1.646
H: -0.380 0.831 -1.938

Its HOMO energy is -3.1 eV. As for the charge: -1. The spin multiplicity is 1. The value obtained for the LUMO energy is 3.530 eV. The calculation puts the energy above the lowest of the compared OMol25 structures with the same formula, charge and spin at 24.5 kcal per mole. The value obtained for the gap between HOMO and LUMO is 6.63 eV.

=====

What is the spin multiplicity in the first record? 1